No. 1
14
Properties=species:S:1:pos:R:3:forces:R:3 method="wB97M-V/def2-TZVPD" relative_energy_kj_mol=338.36 s2=2.01 homo_energy_ev="-9.31 / -14.72" multiplicity=3 charge=+1
C 2.0391 -0.9296 0.2157 -2.8 3.0 -1.7
C 0.3657 0.9723 0.1434 -2.5 3.4 4.8
N -1.3848 -0.4744 0.0447 -1.0 -0.9 -1.0
N 1.1857 0.1363 -0.3821 2.7 -3.8 -3.7
S -2.9744 -0.0515 0.0364 -0.6 1.1 -3.5
H 2.4321 -0.4198 1.0033 1.3 0.6 2.8
H 1.4889 -1.7893 0.3909 -1.1 -1.7 0.8
H 2.7512 -1.0934 -0.4890 2.3 -0.8 -1.9
H 0.4317 0.9146 1.2602 -0.6 1.2 -1.0
H -0.0422 1.7279 -0.5325 0.2 0.1 0.9
H -1.2622 -0.8927 0.9456 0.6 -0.2 1.1
H 1.1112 0.2721 -1.3685 1.0 -1.0 -0.9
H -3.0901 0.3204 -1.4160 0.0 -1.2 2.3
H -3.0519 1.3071 0.1479 0.4 0.2 0.9

---

No. 2
30
Properties=species:S:1:pos:R:3:forces:R:3 method="wB97M-V/def2-TZVPD" relative_energy_kj_mol=0.00 s2=0.75 homo_energy_ev="-13.05 / -12.92" multiplicity=2 charge=+1
C -20.4456 1.7029 9.0927 1.9 1.1 0.0
O -21.4791 0.8843 8.6976 -1.7 -0.6 0.3
H -19.8314 1.3469 9.9197 0.1 -0.5 -0.1
H -19.8460 1.8693 8.1977 0.5 0.5 0.4
H -20.8114 2.6603 9.4638 -0.2 0.2 -0.2
H -21.1565 0.3435 7.9730 -0.4 -0.3 0.0
C -17.7016 5.1534 10.9521 0.4 2.0 0.7
O -17.2947 3.9466 10.4837 -0.2 -2.4 -1.2
H -16.7688 5.6188 11.2707 -0.4 0.8 0.3
H -18.1724 5.7498 10.1707 0.1 0.4 -0.1
H -18.3993 5.1256 11.7891 0.1 -0.3 0.2
H -17.7360 3.8075 9.6425 0.2 -0.4 0.0
C -23.0929 3.9879 9.3772 -1.7 -0.8 -0.9
O -23.5027 2.6286 9.2458 -0.9 3.0 0.9
H -22.3194 4.3174 8.6835 0.3 -0.4 0.2
H -23.9659 4.6396 9.4128 -0.4 -0.3 -0.7
H -22.8197 4.1411 10.4212 1.2 -0.2 1.1
H -22.7586 2.0222 9.2282 1.6 -1.6 -0.9
C -19.6756 2.9786 13.6936 -0.1 -1.4 0.5
O -19.6947 2.5323 12.3020 -0.3 1.2 0.3
H -20.5293 3.5741 14.0172 0.1 0.6 -0.6
H -19.7607 2.0834 14.3096 0.2 -0.1 0.1
H -18.7175 3.4316 13.9485 -0.2 0.2 -0.5
H -20.5390 2.0946 12.1709 0.0 -0.3 0.2
O -20.8736 6.3883 14.1552 0.1 -0.2 0.2
H -20.9033 6.3688 13.1987 0.1 0.0 -0.4
H -21.6973 6.8025 14.4125 -0.2 0.2 0.2
O -20.8138 5.2589 11.3796 -1.1 0.2 -0.3
H -20.4609 4.4067 11.6357 0.5 -0.7 0.4
H -20.3417 5.4830 10.5777 0.3 0.3 -0.1

---

No. 3
117
Properties=species:S:1:pos:R:3:forces:R:3 method="wB97M-V/def2-TZVPD" relative_energy_kj_mol=366.07 s2=3.79 homo_energy_ev="-11.13 / -11.10" multiplicity=4 charge=+2
Re -0.2131 0.7326 -0.2149 0.8 0.4 0.2
C -4.9201 -0.2660 -2.5403 -0.1 -0.3 -0.1
O -4.3464 1.0377 -2.4678 0.0 0.4 0.4
C -4.3326 1.5881 -1.1909 0.3 -0.2 -0.2
C -5.3963 2.3516 -0.7524 0.3 -0.1 -0.1
C -5.3807 2.9350 0.5109 0.1 0.1 0.2
C -4.3072 2.7227 1.3428 -0.1 0.0 -0.1
C -3.2073 1.9557 0.9298 0.2 -0.1 -0.8
C -2.2361 1.5539 1.8893 0.0 -0.2 -0.4
N -1.1778 0.8653 1.5592 -0.4 0.6 -1.1
N -0.6002 0.1516 2.5228 1.0 -1.1 1.6
C 0.0558 -0.9173 2.1217 -1.1 1.0 1.4
O 0.1777 -1.2416 0.8839 0.0 0.6 -2.1
C 0.5365 -1.7748 3.2146 0.3 -0.4 0.1
C 1.0676 -3.0352 2.9591 -0.2 0.1 -0.1
C 1.4701 -3.8477 4.0037 -0.1 -0.1 0.1
C 1.3688 -3.3993 5.3118 0.0 0.0 -0.1
C 0.8475 -2.1409 5.5756 0.1 0.0 0.0
C 0.4278 -1.3343 4.5366 0.0 0.0 -0.1
C -3.1855 1.3876 -0.3820 -0.8 0.6 0.3
O -2.2061 0.6544 -0.8733 2.2 -0.4 0.3
H -5.4282 -0.3481 -3.5021 0.1 0.0 0.1
H -5.6446 -0.4182 -1.7406 0.0 0.0 0.0
H -4.1423 -1.0348 -2.4698 0.0 0.1 0.0
H -6.2404 2.4870 -1.4110 -0.1 0.0 -0.1
H -6.2115 3.5428 0.8331 -0.1 0.0 0.1
H -4.3116 3.1204 2.3462 0.0 0.1 0.1
H -2.4629 1.6682 2.9453 0.2 -0.1 0.0
H 1.1677 -3.3689 1.9400 0.1 0.0 -0.1
H 1.8789 -4.8268 3.8050 0.0 -0.1 -0.1
H 1.7070 -4.0221 6.1244 0.0 -0.1 0.1
H 0.7680 -1.7963 6.5950 0.0 0.1 0.1
H 0.0046 -0.3639 4.7334 0.0 0.1 0.1
C 4.3640 -2.3734 3.0671 -0.2 0.4 -0.1
C 4.4744 -0.9683 2.5249 0.9 -0.4 0.3
O 3.2220 -0.5676 1.9634 -0.9 0.4 -0.3
P 3.1365 0.9363 1.4250 2.6 0.2 0.4
O 1.8061 1.0792 0.7467 -3.4 0.0 -0.9
Te 5.0554 1.4880 0.1015 0.1 0.2 0.2
O 3.2947 1.8741 2.6983 -0.3 -0.2 -0.4
C 2.5934 1.6831 3.9367 -0.2 0.0 0.4
C 1.3008 2.4772 3.9671 0.3 0.0 -0.2
H 5.3093 -2.6635 3.5104 0.2 -0.1 0.1
H 4.1209 -3.0686 2.2706 0.0 -0.2 -0.1
H 3.5872 -2.4262 3.8211 0.0 0.0 0.2
H 5.2374 -0.9192 1.7387 -0.1 0.1 0.2
H 4.7527 -0.2646 3.3134 0.0 0.0 0.0
H 3.2879 2.0394 4.7036 -0.1 -0.1 -0.1
H 2.3932 0.6163 4.0911 0.1 0.1 0.0
H 1.5017 3.5270 3.7702 0.0 0.1 0.0
H 0.8483 2.3859 4.9506 -0.1 0.0 0.1
H 0.6068 2.0988 3.2196 0.0 0.0 0.1
C -3.1665 3.2867 -4.5583 -0.9 0.2 -0.1
N -1.7248 3.0482 -4.3742 0.4 0.6 0.2
C -1.1558 2.3381 -5.5278 0.4 -0.4 -0.7
C -1.4390 2.3845 -3.0699 0.1 -0.4 0.9
C -0.8598 3.3163 -2.0182 -0.1 -0.1 -0.2
C -0.8478 4.6932 -2.2142 0.0 -0.2 0.0
C -0.2215 5.5432 -1.3201 0.1 0.0 0.2
C 0.3865 5.0207 -0.1959 -0.1 0.1 -0.2
C 0.3101 3.6613 0.0377 0.1 -0.4 0.3
C -0.2953 2.7660 -0.8482 0.1 -0.3 0.1
H -3.3429 3.8074 -5.4976 0.1 0.0 0.0
H -3.5571 3.8844 -3.7376 0.1 0.0 0.1
H -3.7002 2.3389 -4.5634 0.2 -0.1 0.0
H -1.2663 3.9702 -4.3224 -0.1 -0.3 -0.1
H -1.6082 1.3534 -5.6278 0.0 0.0 0.2
H -0.0785 2.2402 -5.4101 0.0 0.0 0.1
H -1.3517 2.8930 -6.4443 -0.1 0.1 0.1
H -0.7333 1.5638 -3.2202 0.0 0.1 -0.3
H -2.3597 1.9226 -2.7155 0.0 0.1 -0.2
H -1.3438 5.1635 -3.0553 -0.1 0.0 -0.1
H -0.2078 6.6035 -1.5025 0.0 0.2 -0.1
H 0.9090 5.6639 0.4921 0.0 0.1 0.1
H 0.7457 3.2711 0.9479 0.1 0.0 0.0
C 0.6594 -2.7269 -6.2472 -0.1 0.2 0.0
C -0.5780 -1.9149 -5.8765 0.1 -0.2 0.1
C -1.1006 -2.1995 -4.4584 -0.1 0.0 0.1
C -0.1180 -1.6980 -3.4064 0.0 0.0 0.8
Ge -0.5703 -2.0759 -1.4409 -0.1 -1.8 -0.9
C 0.0046 -3.7965 -0.5688 -0.1 0.7 -0.1
C -0.5303 -5.0361 -1.2809 0.0 0.1 -0.5
C 0.1716 -5.4140 -2.5861 0.1 -0.1 0.2
C 1.6442 -5.7806 -2.4186 -0.2 0.1 -0.1
H 0.9348 -2.5381 -7.2820 0.1 0.0 -0.1
H 0.4646 -3.7909 -6.1417 0.0 -0.2 0.0
H 1.5149 -2.4719 -5.6257 0.1 0.0 0.0
H -1.3713 -2.1561 -6.5870 0.0 0.1 0.0
H -0.3513 -0.8492 -5.9806 -0.1 0.1 0.0
H -1.2723 -3.2730 -4.3629 -0.1 0.0 0.0
H -2.0589 -1.6935 -4.3286 -0.1 -0.1 0.0
H -0.0029 -0.6214 -3.5129 0.1 -0.1 0.1
H 0.8602 -2.1591 -3.5483 0.1 0.1 0.1
H -2.0359 -1.7003 -1.0968 0.4 0.0 0.1
H -0.4376 -3.7441 0.4282 0.1 0.2 -0.1
H 1.0877 -3.8421 -0.4642 0.0 0.2 0.0
H -1.6003 -4.9110 -1.4743 -0.1 -0.2 0.1
H -0.4203 -5.8696 -0.5825 -0.1 0.0 0.1
H 0.0829 -4.5956 -3.3061 0.0 0.0 -0.1
H -0.3577 -6.2755 -2.9981 0.0 0.1 -0.1
H 2.2488 -4.9078 -2.1779 0.1 0.0 0.1
H 2.0308 -6.2057 -3.3419 0.1 0.0 0.0
H 1.7711 -6.5218 -1.6330 0.1 -0.1 0.1
O 1.1979 0.1230 -1.7832 -3.6 -0.2 0.4
S 2.6872 0.4811 -1.6277 2.2 0.3 -0.6
C 2.7871 2.0463 -2.5954 0.2 0.2 0.2
C 3.5596 1.7567 -3.8737 0.0 -0.1 -0.1
C 3.2477 0.3183 -4.2649 0.1 0.1 0.0
C 3.4502 -0.4782 -2.9901 -0.2 0.2 0.1
H 3.2878 2.7885 -1.9790 -0.1 -0.1 0.2
H 1.7573 2.3563 -2.7628 -0.2 -0.1 0.0
H 4.6296 1.8448 -3.6765 0.0 0.1 0.0
H 3.3035 2.4648 -4.6625 0.0 0.0 0.1
H 3.9097 -0.0270 -5.0581 0.0 -0.1 0.0
H 2.2154 0.2169 -4.6070 -0.1 0.0 -0.1
H 4.5013 -0.5423 -2.7180 0.1 0.0 0.1
H 3.0144 -1.4734 -3.0072 0.0 -0.1 0.2

---

No. 4
15
Properties=species:S:1:pos:R:3:forces:R:3 method="wB97M-V/def2-TZVPD" relative_energy_kj_mol=155.20 homo_energy_ev=-10.12 charge=0
C 1.3703 1.7586 -0.1893 -4.1 0.8 -1.0
C 0.4532 0.4547 -0.1496 2.1 0.3 2.9
C 1.3030 -0.7243 0.5120 -2.0 -0.7 1.5
O 2.3917 -1.2816 -0.2296 0.3 2.8 1.5
C -0.9719 0.6694 0.3882 -0.3 1.5 3.1
Cl -2.2808 -0.4458 -0.1635 0.8 0.0 0.0
H 2.3494 1.5419 -0.3880 2.6 -1.0 0.2
H 1.2368 2.4227 0.7049 0.2 -0.8 -0.7
H 1.1315 2.3606 -1.1124 -0.3 -0.3 1.0
H 0.1564 0.0189 -1.0170 0.2 -0.6 -3.7
H 1.8605 -0.4048 1.4165 -1.2 0.0 0.0
H 0.4625 -1.5859 0.7052 2.2 1.8 0.1
H 1.9393 -1.8876 -0.7180 -1.1 -2.9 -2.7
H -1.3343 1.6658 0.1196 0.2 -0.2 -0.5
H -1.0886 0.7488 1.5374 0.5 -0.6 -1.7

---

No. 5
85
Properties=species:S:1:pos:R:3:forces:R:3 method="wB97M-V/def2-TZVPD" homo_energy_ev=-12.09 charge=+1
C 3.4572 -1.6214 -0.8521 0.3 -0.5 -0.1
C 2.7425 -2.5454 -1.8628 0.0 1.3 0.2
C 1.6787 -1.7443 -2.6516 0.4 -0.9 -0.3
C 0.3424 -2.4648 -2.7495 0.6 0.3 -0.2
N -0.2825 -2.8106 -1.4555 0.1 1.0 -0.9
C -1.1182 -1.8152 -0.8277 0.3 -0.4 1.1
I -0.0672 -0.1008 0.0227 0.1 0.1 -0.5
N -1.5063 -2.5095 0.4386 0.4 -0.5 0.8
P -0.3433 -3.7204 1.0968 0.9 -1.6 0.2
O 1.0517 -2.9324 1.3173 -0.8 0.0 -0.1
Br -0.9446 -4.0294 3.2633 0.2 0.6 -0.4
C -2.8059 -2.6859 0.5412 0.6 0.8 -0.8
N -3.5124 -3.3546 1.4626 -0.7 -0.2 0.7
N -3.3936 -2.0125 -0.4209 -1.3 0.0 -1.3
C -2.5081 -1.4347 -1.4883 -1.0 -0.6 1.9
C -3.0059 0.0241 -1.5043 0.2 0.2 -1.4
C -2.4825 1.0307 -2.5570 0.5 0.1 0.4
C -1.2768 0.6794 -3.3982 0.3 0.3 -0.4
Cl -2.0932 2.5774 -1.6620 -0.3 -0.1 0.0
P -3.0670 -2.4719 -2.9461 0.1 0.9 -1.5
O -2.8016 -1.8787 -4.2668 0.3 0.0 -0.1
H 4.3997 -1.2869 -1.2683 0.3 0.1 -0.1
H 3.6979 -2.1213 0.0818 0.0 0.0 0.2
H 2.9088 -0.7153 -0.6437 -0.3 0.1 0.2
H 2.3344 -3.4520 -1.4219 -0.2 -0.1 0.2
H 3.4987 -2.8756 -2.5560 0.1 -0.4 -0.2
H 2.0496 -1.6919 -3.6704 -0.2 0.2 -0.3
H 1.6181 -0.7168 -2.3242 -0.2 0.2 0.3
H -0.3061 -1.9180 -3.4347 -0.4 0.0 0.2
H 0.5482 -3.4068 -3.2440 0.0 -0.3 0.0
H -0.8525 -3.6273 -1.6432 0.0 -0.2 0.4
H 1.5505 -3.0377 0.4873 0.2 0.2 0.1
H -4.0071 -2.8082 2.1518 -0.3 0.0 -0.1
H -3.5715 -4.3538 1.5347 0.5 -0.1 0.0
H -4.3456 -2.2505 -0.6636 -0.2 0.3 0.4
H -2.9046 0.4536 -0.5211 0.3 -0.1 0.4
H -4.0805 -0.0499 -1.6510 -0.3 0.0 -0.1
H -3.2839 1.3121 -3.2180 -0.3 0.1 -0.1
H -1.5267 0.1316 -4.2958 -0.3 -0.4 0.0
H -0.8446 1.6075 -3.7474 0.1 0.2 -0.1
H -0.4807 0.1617 -2.8818 0.0 -0.1 0.3
H -2.5550 -3.7816 -2.7945 -0.2 0.1 0.5
H -4.4684 -2.5888 -2.7605 0.3 -0.1 0.6
C 6.9567 -3.8045 -1.5082 -0.1 -0.1 0.0
C 5.8104 -4.6725 -1.7710 1.4 1.0 0.3
N 4.9288 -5.3569 -1.9755 -1.4 -0.9 -0.3
H 7.8720 -4.3919 -1.5225 0.0 0.0 0.0
H 7.0168 -3.0319 -2.2719 0.0 0.0 0.0
H 6.8478 -3.3359 -0.5324 0.0 0.0 0.0
C 0.6005 4.8773 0.4739 0.1 -0.1 0.0
C 1.5293 3.7500 0.4600 -0.7 0.9 0.0
N 2.2591 2.8735 0.4576 0.6 -0.9 0.0
H -0.0382 4.8365 -0.4064 0.0 0.0 0.0
H -0.0166 4.8341 1.3689 0.0 0.0 0.0
H 1.1589 5.8107 0.4716 0.0 0.0 0.0
C 4.1477 3.5481 3.5694 0.0 0.1 0.0
C 3.5187 4.8443 3.3355 0.4 -1.0 0.1
N 3.0072 5.8404 3.1234 -0.5 0.9 -0.2
H 5.2278 3.6435 3.4845 0.0 0.0 0.0
H 3.8971 3.1923 4.5665 0.0 0.0 0.0
H 3.7909 2.8334 2.8296 0.0 0.0 0.0
C -3.7809 1.1240 2.8511 -0.1 -0.1 -0.1
C -4.8442 0.1517 2.6100 0.8 0.7 0.3
N -5.6387 -0.6449 2.4210 -0.6 -0.9 -0.3
H -2.8296 0.6062 2.7627 0.2 0.0 0.0
H -3.8292 1.9248 2.1161 0.0 0.1 0.0
H -3.8693 1.5537 3.8458 0.0 0.0 0.0
C -5.2129 5.2984 -0.4642 0.0 0.0 0.1
C -4.6233 4.8167 0.7826 -0.4 0.4 -1.0
N -4.1569 4.4347 1.7497 0.5 -0.4 0.9
H -4.4264 5.5042 -1.1869 0.0 0.0 0.0
H -5.8830 4.5434 -0.8692 0.0 0.0 0.0
H -5.7743 6.2108 -0.2761 0.0 0.0 0.0
C 0.4632 -7.6552 3.3015 0.0 0.0 -0.1
C 0.4161 -7.4994 1.8494 0.1 -0.1 1.1
N 0.3792 -7.3544 0.7193 -0.1 0.2 -1.0
H 0.6031 -6.6801 3.7624 0.0 0.0 0.0
H -0.4712 -8.0861 3.6549 0.0 0.0 0.0
H 1.2854 -8.3065 3.5890 0.0 0.0 0.0
C 3.0496 9.2082 2.1334 -0.1 0.1 0.0
C 2.0150 10.0590 1.5485 0.8 -0.6 0.4
N 1.2030 10.7158 1.0926 -0.7 0.6 -0.4
H 3.8756 9.8207 2.4887 0.0 0.0 0.0
H 2.6377 8.6446 2.9668 0.0 -0.1 0.0
H 3.4189 8.5110 1.3853 0.0 0.0 0.0

---

How do the records compare in max |F|? In the order shown, they have 0.1252; 0.0639; 0.0698; 0.0837; 0.0431 Eh/bohr.
How do the records compare in energy? In the order shown, they have -16021.0218; -16745.0015; -147337.6038; -18862.3760; -155307.4227 eV.